a.
Computed, not measured: a molecular structure, C49H60N6O2SSeTc, with ωB97M-V with the def2-TZVPD basis set.

For the HOMO-LUMO gap, the calculation gives 6.602 eV.

The geometry in ORCA input format:
```
! wB97M-V def2-TZVPD RIJCOSX def2/J DEFGRID3
* xyz -1 1
Tc 0.37339 0.20994 -0.39902
C 3.21485 3.57753 1.73137
C 4.14063 2.60190 1.00556
C 4.03665 2.66763 -0.51105
C 4.07253 1.16546 1.49651
C 5.33170 0.63597 1.78792
C 5.51053 -0.62790 2.30612
C 4.39497 -1.39641 2.55978
C 3.12076 -0.92903 2.26525
C 1.94626 -1.82451 2.59897
C 2.16934 -3.26856 2.17542
C 1.62793 -1.75440 4.09970
C 2.93344 0.35618 1.70947
N 1.54963 0.67978 1.42446
C 0.80952 1.03252 2.50502
O 1.19058 1.55639 3.55019
C -0.60927 0.56371 2.37532
C -1.52824 0.41990 3.32765
C -2.65840 -0.47182 3.10764
C -2.72925 -1.30671 2.05400
C -1.73216 -1.30401 0.97269
N -0.80310 -0.11871 1.16027
C -1.44267 -2.67622 0.37915
O -2.51289 -3.30598 0.27312
N -0.22300 -3.03616 0.03778
C -0.22039 -4.41931 -0.34359
C 0.29167 -4.83573 -1.59167
C 0.14197 -6.15598 -2.01029
C -0.48624 -7.10198 -1.22779
C -0.89752 -6.72951 0.03837
C -0.75272 -5.43093 0.51130
C -1.12780 -5.22297 1.97537
C -0.32088 -6.17732 2.86975
C -2.61853 -5.45247 2.25980
C 1.08664 -3.92314 -2.49652
C 2.55969 -4.33375 -2.44595
C 0.58967 -3.94187 -3.94327
H 3.43209 4.60357 1.41322
H 3.35675 3.50964 2.81056
H 2.16386 3.37071 1.54493
H 5.15854 2.91982 1.24026
H 4.17943 3.69487 -0.85599
H 3.07227 2.30267 -0.85352
H 4.81084 2.04280 -0.96611
H 6.20334 1.25100 1.58867
H 6.50551 -1.00637 2.50744
H 4.51494 -2.37763 3.00158
H 1.07918 -1.48331 2.03935
H 3.05565 -3.70947 2.63918
H 2.26131 -3.35215 1.09142
H 1.31065 -3.85458 2.48719
H 2.44817 -2.19541 4.67530
H 0.71469 -2.31551 4.32063
H 1.49271 -0.72377 4.43323
H -1.36938 0.90345 4.28304
H -3.40686 -0.55001 3.88679
H -3.48640 -2.07525 1.99141
H 0.52360 -6.44489 -2.98361
H -0.63006 -8.11483 -1.58499
H -1.34727 -7.47475 0.68597
H -0.87966 -4.19575 2.24515
H -0.65131 -7.20830 2.72254
H -0.46684 -5.92923 3.92556
H 0.74481 -6.14117 2.64949
H -2.89207 -6.49073 2.04567
H -3.22885 -4.79653 1.64512
H -2.83640 -5.25915 3.31544
H 0.99849 -2.91014 -2.11481
H 2.66793 -5.38854 -2.71879
H 2.97012 -4.20201 -1.44212
H 3.15832 -3.73789 -3.13209
H 0.73965 -4.92336 -4.40358
H 1.13977 -3.20632 -4.53767
H -0.47265 -3.69609 -3.99971
S 4.79835 -0.43398 -2.05828
C 3.27904 -0.25926 -1.54142
N 2.16870 -0.04773 -1.23334
C -1.23338 4.12828 -0.08270
C -0.59174 3.26620 -1.18928
C -1.65719 2.91977 -2.23196
C 0.44292 4.16888 -1.87767
C 0.12756 2.11418 -0.46098
H -1.73686 4.98930 -0.53257
H -0.47370 4.49444 0.61331
H -1.97080 3.56571 0.48300
H -2.28085 3.80093 -2.41920
H -2.30408 2.10794 -1.90864
H -1.20006 2.63468 -3.17856
H -0.06660 5.05802 -2.26338
H 0.92502 3.65769 -2.71437
H 1.21016 4.49202 -1.18304
H 0.64109 2.58157 0.38462
C 2.08073 1.63736 -3.91586
N 0.82372 1.57955 -4.64956
C 0.58845 2.23377 -5.84370
C -0.66581 1.93074 -6.22556
N -1.18506 1.09481 -5.25640
C -2.54279 0.57498 -5.22028
C -0.26617 0.87052 -4.28776
Se -0.59042 -0.30104 -2.89146
H 2.59807 2.55571 -4.18654
H 2.70899 0.77881 -4.15102
H 1.87596 1.63159 -2.85411
H 1.33102 2.85903 -6.30724
H -1.22737 2.23240 -7.09183
H -3.15072 1.15114 -5.91403
H -2.93234 0.66957 -4.20827
H -2.56115 -0.47820 -5.49667
C -1.70627 -0.08454 0.06962
C -2.93959 0.70022 -0.14221
C -3.74151 0.30015 -1.21299
C -4.93257 0.95412 -1.48601
C -5.34956 2.00969 -0.68154
C -4.56880 2.39251 0.39920
C -3.37130 1.74051 0.66968
H -3.41495 -0.53480 -1.82062
H -5.54115 0.63618 -2.32529
H -6.28421 2.51830 -0.88642
H -4.89346 3.20250 1.04199
H -2.77022 2.04958 1.51408
*
```

---

b.
Computed, not measured: a molecular structure, C49H60N6O2SSeTc, with ωB97M-V with the def2-TZVPD basis set.

For the HOMO-LUMO gap, the calculation gives 6.694 eV.

The geometry in ORCA input format:
```
! wB97M-V def2-TZVPD RIJCOSX def2/J DEFGRID3
* xyz -1 1
Tc 0.07633 0.23116 0.24754
C -2.40566 4.25690 4.27282
C -1.59843 2.95300 4.35138
C -0.13749 3.21194 3.96818
C -2.32252 1.72068 3.76813
C -3.47284 1.39187 4.47261
C -4.11506 0.17754 4.31080
C -3.45183 -0.79307 3.59206
C -2.25995 -0.54724 2.91098
C -1.48696 -1.83474 2.56625
C -0.10481 -1.71424 1.92693
C -1.30902 -2.65877 3.85876
C -1.85264 0.80995 2.76971
N -1.05297 1.25212 1.69472
C -1.17804 2.55965 1.28387
O -2.12481 3.31925 1.40213
C 0.10056 3.03557 0.64277
C 0.43776 4.33207 0.31104
C 1.72098 4.56750 -0.17299
C 2.63359 3.52323 -0.28831
C 2.20424 2.25312 0.04044
N 0.97005 2.05163 0.47450
C 2.99481 0.97958 0.09503
O 4.21524 0.98289 0.04250
N 2.17362 -0.08583 0.34811
C 2.82237 -1.15882 1.05909
C 2.99085 -0.99477 2.44897
C 3.55930 -2.02155 3.19370
C 3.96263 -3.19984 2.59209
C 3.85129 -3.32315 1.21971
C 3.31884 -2.30598 0.42715
C 3.44288 -2.49063 -1.07512
C 4.46910 -1.52958 -1.68799
C 2.12119 -2.42042 -1.81789
C 2.63565 0.30133 3.16393
C 3.91423 1.10130 3.44483
C 1.85083 0.09187 4.46151
H -3.36761 4.16831 4.77994
H -2.58738 4.53141 3.23710
H -1.84754 5.06230 4.75982
H -1.56198 2.68668 5.41319
H -0.05487 3.92949 3.15434
H 0.39286 2.30453 3.68277
H 0.38186 3.64907 4.82508
H -3.85149 2.10333 5.19864
H -5.05317 -0.03530 4.80708
H -3.84894 -1.80109 3.56734
H -2.11580 -2.42629 1.90025
H -0.10597 -2.06925 0.89721
H 0.65412 -2.28547 2.46075
H 0.27789 -0.67998 2.00583
H -0.72753 -2.09771 4.59399
H -0.77159 -3.58395 3.63477
H -2.25931 -2.92179 4.31878
H -0.29667 5.11697 0.42675
H 2.01149 5.57038 -0.45854
H 3.64871 3.66791 -0.63081
H 3.68766 -1.89748 4.26228
H 4.38781 -4.00214 3.18271
H 4.21844 -4.21859 0.73110
H 3.83073 -3.50561 -1.20326
H 4.03192 -0.55021 -1.88294
H 4.82789 -1.92438 -2.64259
H 5.32250 -1.38245 -1.02515
H 1.73749 -1.40245 -1.79541
H 1.37802 -3.09242 -1.38332
H 2.25304 -2.67912 -2.87262
H 2.00432 0.89265 2.49993
H 4.53658 0.57589 4.17566
H 3.66181 2.08166 3.85699
H 4.49795 1.24321 2.53468
H 2.35620 -0.59991 5.13870
H 0.84680 -0.29057 4.27172
H 1.74374 1.04306 4.98637
S -1.14680 3.02444 -3.46402
C -0.73104 2.01996 -2.25224
N -0.44948 1.28130 -1.39224
C -1.52891 -1.85109 -4.08762
C -2.30830 -2.09967 -2.78408
C -2.46907 -3.61339 -2.59627
C -3.68024 -1.43808 -2.93411
C -1.43670 -1.51405 -1.67281
H -2.10146 -2.20070 -4.95220
H -0.57107 -2.38023 -4.06954
H -1.31603 -0.78631 -4.21387
H -2.98157 -4.05779 -3.45656
H -3.05134 -3.83538 -1.70030
H -1.49278 -4.09515 -2.49475
H -4.15058 -1.79426 -3.85631
H -3.57791 -0.35243 -2.99872
H -4.35034 -1.66117 -2.10614
H -0.39470 -1.55893 -1.97630
C 2.05575 -1.86030 -6.01791
N 1.90940 -0.50907 -6.52057
C 1.65015 -0.15480 -7.83280
C 1.51265 1.18435 -7.85983
N 1.68066 1.63568 -6.56423
C 1.58248 3.01128 -6.10573
C 1.92482 0.59686 -5.72645
Se 2.14731 0.67956 -3.91830
H 2.42742 -2.49520 -6.82044
H 1.10249 -2.24231 -5.65142
H 2.76094 -1.84539 -5.18918
H 1.58769 -0.88153 -8.62220
H 1.30636 1.85095 -8.67730
H 1.32371 3.63666 -6.95785
H 2.53489 3.32811 -5.68212
H 0.82343 3.08800 -5.32632
C -1.69071 -0.86580 -0.53345
C -3.08032 -0.65050 -0.05029
C -3.90873 -1.72074 0.29577
C -5.20614 -1.51799 0.74456
C -5.70832 -0.22889 0.86420
C -4.89981 0.84683 0.51896
C -3.60687 0.63728 0.06364
H -3.52419 -2.73057 0.20206
H -5.82320 -2.36960 1.00901
H -6.71269 -0.06335 1.23456
H -5.26920 1.86069 0.61297
H -2.99494 1.48655 -0.21031
*
```

---

Name the most stable of them. b.

---

a.
Computed, not measured: a single C3H6S2 molecule, with ωB97M-V with the def2-TZVPD basis set.

Its SMILES is C[C@H](S)C=S. For the HOMO-LUMO gap, the calculation gives 8.335 eV.

The geometry in ORCA input format:
```
! wB97M-V def2-TZVPD RIJCOSX def2/J DEFGRID3
* xyz 0 1
C -0.16228 -0.66098 1.03585
C 0.23561 0.50829 0.13254
S -1.13841 1.71198 -0.11493
C 0.78936 0.10015 -1.21146
S 0.29862 -1.20891 -2.02797
H -0.95579 -1.30437 0.60837
H -0.36980 -0.27984 2.02059
H 0.73469 -1.25275 1.03469
H 1.03430 0.96803 0.67162
H -1.72455 0.59552 -0.34407
H 1.25824 0.82288 -1.80523
*
```

---

b.
Computed, not measured: a single C3H6S2 molecule, with ωB97M-V with the def2-TZVPD basis set.

Its SMILES is CSCC=S. For the HOMO-LUMO gap, the calculation gives 8.273 eV.

The geometry in ORCA input format:
```
! wB97M-V def2-TZVPD RIJCOSX def2/J DEFGRID3
* xyz 0 1
C -0.58639 -1.25819 -1.17317
S -1.26705 0.06280 -0.23239
C -0.24455 0.56389 1.08116
C 0.95479 1.29930 0.42894
S 2.47393 0.67933 0.61905
H 0.18803 -0.90225 -1.79608
H -1.41535 -1.56312 -1.76685
H -0.34107 -1.88513 -0.30613
H -0.78006 1.14413 1.78078
H 0.15728 -0.33405 1.54580
H 0.86044 2.19330 -0.18110
*
```

---

Name the most stable of them. a.

---

a.
Computed, not measured: 2 unconnected molecules or ions with the total composition H2N2O2, with ωB97M-V with the def2-TZVPD basis set.

For the HOMO-LUMO gap, the calculation gives 6.085 eV.

The geometry in ORCA input format:
```
! wB97M-V def2-TZVPD RIJCOSX def2/J DEFGRID3
* xyz -2 1
N -0.77094 -0.04802 -0.02853
N 8.13732 0.12342 -0.14072
O 8.93341 1.08327 -0.39732
O 8.75878 -1.01918 0.48389
H -1.17845 -0.90972 0.62120
H -0.18348 0.48220 0.64155
*
```

---

b.
Computed, not measured: 2 unconnected molecules or ions with the total composition H2N2O2, with ωB97M-V with the def2-TZVPD basis set.

For the HOMO-LUMO gap (alpha / beta), the calculation gives 4.370 / 4.371 eV.

The geometry in ORCA input format:
```
! wB97M-V def2-TZVPD RIJCOSX def2/J DEFGRID3
* xyz -2 1
N 0.43196 0.38971 -0.40280
N -0.63459 0.11001 0.32939
O 1.40615 0.69904 0.41393
O -1.88717 -0.32001 0.03343
H 1.03235 -0.98910 -1.67777
H -0.34869 0.11035 1.30382
*
```

---

Name the most stable of them. a.

---

a.
Computed, not measured: 2 unconnected molecules or ions with the total composition C3H2BrClF2, with ωB97M-V with the def2-TZVPD basis set.

For the HOMO-LUMO gap, the calculation gives 6.407 eV.

The geometry in ORCA input format:
```
! wB97M-V def2-TZVPD RIJCOSX def2/J DEFGRID3
* xyz 0 1
C 0.00792 0.33646 0.12605
C 0.45190 1.74915 -0.19747
C -0.16304 1.43187 1.09220
F 1.76579 2.03802 -0.26518
F -0.17505 2.45430 -1.14197
Cl -2.98579 2.25235 0.56910
Br 0.25718 1.69368 2.83796
H -0.86090 -0.01768 -0.41358
H 0.74563 -0.43497 0.31374
*
```

---

b.
Computed, not measured: 2 unconnected molecules or ions with the total composition C3H2BrClF2, with ωB97M-V with the def2-TZVPD basis set.

For the HOMO-LUMO gap (alpha / beta), the calculation gives 9.179 / 6.107 eV.

The geometry in ORCA input format:
```
! wB97M-V def2-TZVPD RIJCOSX def2/J DEFGRID3
* xyz 0 1
C -0.83462 0.62040 0.14263
C -0.25650 -0.72978 -0.23802
C 0.52686 0.49632 -0.40921
F -0.00624 -1.63561 0.71007
F -0.73604 -1.38873 -1.31202
Cl 1.35678 1.20664 -1.64779
Br 2.52397 -0.42160 2.00890
H -1.62316 1.05691 -0.45978
H -0.95104 0.79545 1.20523
*
```

---

Name the most stable of them. b.